No. 1
The following is a quantum chemistry calculation of C30H24ClNO4PPd as an isolated structure in a non-equilibrium geometry, from the OMol25 dataset.

Geometry as ORCA input:
```
! RIJCOSX wB97M-V def2-TZVPD def2/J DEFGRID3
* xyz 1 5
C 1.8020 -0.0427 2.4968
C 1.6712 0.9811 1.5153
C 0.3163 1.4457 1.5477
H 2.4461 1.2851 0.8155
C -0.3794 0.7142 2.5674
C 0.5636 -0.1377 3.1991
H 0.3883 -0.7375 4.0930
H 2.7158 -0.6079 2.7011
H -0.1509 2.1502 0.8782
H -1.4298 0.8152 2.8010
Pd 0.3634 -0.4748 1.0978
Cl -1.9185 -0.7154 -0.7069
P -0.6363 0.7720 -1.4549
C -1.5803 2.3196 -1.1461
C -1.1684 3.5390 -1.7214
H -0.2474 3.6039 -2.2934
C -1.9496 4.6871 -1.6008
H -1.6043 5.6163 -2.0565
C -3.1895 4.6251 -0.9635
H -3.8226 5.5098 -0.9033
C -3.6443 3.4111 -0.4460
H -4.6441 3.3539 -0.0126
C -2.8383 2.2772 -0.5161
H -3.2240 1.3485 -0.1184
C 1.0711 1.3976 -1.7145
C 1.5806 2.5471 -1.0339
H 1.0263 3.0550 -0.2324
C 2.8012 3.1122 -1.3880
H 3.1602 4.0054 -0.8331
C 3.5220 2.5502 -2.4682
H 4.4921 2.9723 -2.7379
C 2.9792 1.4807 -3.2194
H 3.4776 1.1028 -4.1293
C 1.7746 0.8997 -2.8409
H 1.3579 0.1032 -3.4699
C -1.1073 0.3741 -3.1909
C -1.8839 1.2225 -3.9833
H -2.1769 2.1871 -3.5871
C -2.3046 0.8382 -5.2633
H -2.8787 1.5398 -5.8736
C -1.9675 -0.4157 -5.7697
H -2.2596 -0.7135 -6.7721
C -1.2307 -1.2980 -4.9738
H -0.9674 -2.2869 -5.3594
C -0.8380 -0.9195 -3.6927
H -0.3087 -1.6361 -3.0717
O 1.1631 -4.2828 0.5662
C 0.6063 -3.4640 1.3110
O -0.0473 -2.4207 0.8502
C 0.6179 -3.7643 2.7933
C -0.2279 -3.2565 3.8215
C -0.0871 -3.7014 5.1410
C 0.9177 -4.6276 5.4701
C 1.7923 -5.1182 4.4819
C 1.6120 -4.7022 3.1722
N 1.0859 -5.0888 6.7988
O 0.3524 -4.6731 7.7193
O 2.0087 -5.9073 7.0199
H -0.9935 -2.4942 3.6280
H -0.7795 -3.3917 5.9231
H 2.5506 -5.8557 4.7328
H 2.2699 -5.1089 2.4030
*
```

Its HOMO energy (spin up / spin down) is -9.06 / -11.54 eV. The value obtained for the max |F| is 7.31 eV Å⁻¹.

Mulliken atomic charge list, values in e, 2 entries:
1 C -0.941
2 C -0.012


No. 2
The following is a quantum chemistry calculation of C30H25B2F8MnN5O10 as an isolated structure in a non-equilibrium geometry, from the OMol25 dataset.

Geometry as ORCA input:
```
! RIJCOSX wB97M-V def2-TZVPD def2/J DEFGRID3
* xyz 0 6
Mn -0.7357 -0.3077 -1.7221
B 1.5943 -0.4569 -1.2759
F 2.9239 -0.6252 -1.1410
F 1.1330 -0.4199 -2.6720
F 0.7955 -1.4627 -0.6714
F 1.1093 0.8147 -0.8929
B -2.5334 1.1855 -2.5272
F -1.9733 0.1352 -3.3587
F -3.0779 0.5708 -1.3904
F -1.3068 1.8176 -2.1298
F -3.4001 1.9985 -3.1753
C 0.3899 -0.9179 4.8273
C 0.3454 -1.6100 3.6226
C -0.1824 -1.0102 2.4942
C -0.6615 0.2842 2.5836
C -0.8621 0.8846 3.8224
C -0.3137 0.2794 4.9391
N -1.0469 1.0206 1.3901
O -1.2422 2.2117 1.4725
O -1.1437 0.3735 0.3553
H 0.9095 -1.3474 5.6719
H 0.7935 -2.5932 3.5744
H -0.0858 -1.4447 1.5055
H -1.2968 1.8704 3.9065
H -0.3625 0.8192 5.8771
C -6.6518 -3.7762 -0.6348
C -6.1532 -2.5490 -1.0371
C -4.8015 -2.2644 -0.9014
C -3.9849 -3.1888 -0.2812
C -4.4742 -4.3888 0.1882
C -5.7951 -4.7132 -0.0615
N -2.5494 -2.9222 -0.2272
O -2.1387 -1.9436 -0.8262
O -1.8556 -3.6530 0.4439
H -7.7173 -3.9644 -0.6557
H -6.7729 -1.7897 -1.4951
H -4.4397 -1.2977 -1.2212
H -3.8287 -5.1367 0.6273
H -6.2470 -5.6010 0.3614
C 1.4900 -4.2532 -7.0945
C 2.0195 -3.5013 -6.0392
C 1.2313 -3.1809 -4.9453
C -0.0399 -3.7283 -4.8911
C -0.5279 -4.5865 -5.8564
C 0.2716 -4.8984 -6.9493
N -0.8929 -3.3762 -3.7555
O -0.6206 -2.3417 -3.1727
O -1.7788 -4.1348 -3.4278
H 2.0657 -4.2694 -8.0115
H 2.9568 -2.9840 -6.1958
H 1.6513 -2.5718 -4.1586
H -1.5246 -4.9898 -5.7376
H -0.1110 -5.4851 -7.7742
C 3.3555 1.2605 1.8283
C 2.3565 1.7808 2.6427
C 2.6595 2.4374 3.8161
C 3.9985 2.6618 4.0899
C 5.0109 2.1443 3.3146
C 4.6978 1.4694 2.1466
N 4.3425 3.5238 5.2256
O 3.4456 3.8504 5.9854
O 5.5013 3.8768 5.3319
H 3.1271 0.6400 0.9694
H 1.3187 1.5815 2.4228
H 1.8886 2.7391 4.5087
H 6.0537 2.3328 3.5248
H 5.4044 1.1223 1.4060
C 0.5188 5.5528 2.3765
C 1.8999 5.3792 2.3332
C 2.4671 4.8861 1.1705
C 1.6616 4.4553 0.1349
C 0.2891 4.5365 0.2481
C -0.3121 5.1510 1.3419
N 2.2730 3.9940 -1.1116
O 1.5375 3.5433 -1.9669
O 3.4800 4.1049 -1.2108
H 0.0744 6.1104 3.1973
H 2.5474 5.7963 3.0901
H 3.5464 4.8010 1.1478
H -0.3383 4.2732 -0.5966
H -1.3557 5.4154 1.2769
*
```

Its HOMO energy (spin up / spin down) is -9.52 / -9.52 eV. The value obtained for the max |F| is 1.58 eV Å⁻¹.

Mulliken atomic charge list, values in e, 2 entries:
1 Mn 2.035
2 B -0.080